[1]
A molecular structure, C34H28AsCl3HfN5O3S2 at a distorted geometry. Source: the OMol25 dataset; level of theory: wB97M-V/def2-TZVPD.

Computed properties:
* total charge: +1
* HOMO energy: -10.3 eV
* ΔE to the lowest compared entry with this formula, charge and spin: 37.98 kcal per mole
* Kohn-Sham gap: 0.2738 Ha
* molar mass: 978.535 g/mol

Each line ends with the Löwdin charge.
Atoms and positions in Å:
Hf1 -0.044 0.286 0.193  1.57
O1 3.412 -1.436 -0.696  0.02
C1 2.751 -0.510 -0.256  -0.49
N1 1.835 -0.496 0.731  -0.09
C2 1.650 -1.391 1.802  -0.24
C3 2.389 -2.531 2.084  -0.01
C4 2.201 -3.159 3.306  -0.07
C5 1.308 -2.646 4.241  -0.07
C6 0.569 -1.502 3.968  -0.01
C7 0.718 -0.889 2.734  -0.20
N2 0.037 0.285 2.289  -0.08
C8 -0.135 1.371 3.077  -0.48
O2 0.056 1.488 4.269  0.10
C9 -0.631 2.559 2.273  -0.16
C10 -0.995 3.719 2.923  0.03
C11 -1.385 4.812 2.170  -0.01
C12 -1.377 4.711 0.786  -0.02
C13 -0.999 3.520 0.209  -0.17
N3 -0.638 2.448 0.930  -0.01
C14 2.943 0.911 -0.742  -0.20
C15 4.122 1.302 -1.330  0.01
C16 4.335 2.658 -1.544  -0.03
C17 3.351 3.551 -1.167  -0.04
C18 2.179 3.060 -0.612  -0.10
N4 1.971 1.767 -0.398  0.05
H1 3.120 -2.885 1.372  0.10
H2 2.774 -4.048 3.541  0.11
H3 1.192 -3.133 5.203  0.11
H4 -0.095 -1.081 4.709  0.11
H5 -0.949 3.730 4.003  0.13
H6 -1.684 5.737 2.650  0.12
H7 -1.662 5.542 0.154  0.12
H8 -0.976 3.413 -0.867  0.10
H9 4.858 0.549 -1.581  0.13
H10 5.264 3.008 -1.978  0.12
H11 3.478 4.618 -1.295  0.12
H12 1.384 3.739 -0.330  0.10
Cl1 -3.167 3.673 -5.817  0.70
C19 -2.258 2.852 -4.597  -0.67
C20 -2.889 2.433 -3.443  -0.11
C21 -2.140 1.768 -2.494  -0.55
Cl2 -2.851 1.273 -0.985  0.82
C22 -0.779 1.486 -2.644  -0.45
O3 -0.114 0.801 -1.725  -0.35
C23 -0.177 1.977 -3.807  -0.56
Cl3 1.531 1.758 -4.015  0.76
C24 -0.902 2.638 -4.780  -0.12
H13 -3.943 2.627 -3.283  0.12
H14 -0.411 2.989 -5.679  0.11
S1 -4.152 -2.617 0.291  1.13
C25 -2.786 -1.685 -0.085  -0.63
N5 -2.218 -1.017 0.879  -0.08
C26 -2.948 -1.228 2.081  -0.26
C27 -2.723 -0.675 3.345  -0.01
C28 -3.551 -1.020 4.395  -0.05
C29 -4.621 -1.908 4.225  -0.07
C30 -4.879 -2.446 2.986  -0.08
C31 -4.039 -2.093 1.931  -0.46
H15 -2.434 -1.668 -1.105  0.00
H16 -1.919 0.018 3.519  0.08
H17 -3.363 -0.588 5.371  0.12
H18 -5.248 -2.171 5.069  0.11
H19 -5.714 -3.120 2.827  0.12
C32 2.574 -4.293 -1.569  -0.22
As1 1.407 -2.995 -2.361  0.79
C33 2.250 -1.876 -3.664  -0.22
C34 0.333 -4.115 -3.501  -0.27
S2 -0.058 -2.198 -1.029  0.32
H20 2.756 -5.067 -2.309  0.04
H21 2.033 -4.702 -0.723  0.04
H22 3.496 -3.832 -1.240  0.03
H23 2.775 -2.544 -4.347  0.05
H24 2.943 -1.177 -3.206  0.02
H25 1.458 -1.351 -4.188  0.03
H26 0.988 -4.632 -4.204  0.04
H27 -0.385 -3.508 -4.048  0.04
H28 -0.197 -4.842 -2.892  0.04

[2]
A molecular structure, C34H28BrCl3FeN5O3S2 at a distorted geometry. Source: the OMol25 dataset; level of theory: wB97M-V/def2-TZVPD.

Computed properties:
* multiplicity: 6
* HOMO energy (spin up / spin down): -6.9 / -6.9 eV
* ΔE to the lowest compared entry with this formula, charge and spin: 0.00 kcal per mole
* Kohn-Sham gap (spin up / spin down): 0.2305 / 0.1613 Ha
* molar mass: 860.872 g/mol

Each line ends with the Löwdin charge.
Atoms and positions in Å:
Fe1 -0.226 -0.723 -1.569  0.67
C1 4.026 0.521 -1.473  -0.02
C2 2.591 0.701 -1.907  -0.20
N1 1.576 0.596 -1.039  -0.06
N2 1.877 0.932 0.198  -0.03
C3 0.835 1.451 0.890  -1.06
S1 -0.737 1.436 0.234  0.66
S2 1.015 2.027 2.532  0.93
C4 2.649 2.688 2.652  -0.47
C5 2.726 4.088 3.071  -0.27
C6 3.911 4.513 3.774  -0.04
C7 4.002 5.826 4.151  -0.11
C8 3.035 6.772 3.801  -0.10
C9 2.000 6.419 2.955  -0.10
C10 1.811 5.085 2.622  -0.05
C11 2.347 0.929 -3.303  -0.08
C12 3.367 1.526 -4.091  -0.03
C13 3.188 1.766 -5.416  -0.10
C14 1.957 1.530 -5.985  -0.09
C15 0.840 1.194 -5.279  -0.02
C16 0.986 0.884 -3.912  -0.28
O1 -0.045 0.565 -3.153  -0.20
H1 4.125 0.088 -0.479  0.08
H2 4.451 1.532 -1.428  0.09
H3 4.571 -0.076 -2.219  0.10
H4 3.170 2.484 1.707  0.09
H5 3.066 2.056 3.448  0.08
H6 4.760 3.846 3.871  0.11
H7 4.822 6.160 4.812  0.11
H8 3.049 7.823 4.176  0.11
H9 1.333 7.200 2.579  0.11
H10 1.012 4.772 1.981  0.09
H11 4.370 1.678 -3.601  0.12
H12 3.896 2.130 -6.084  0.09
H13 1.898 1.641 -7.051  0.11
H14 -0.143 1.083 -5.776  0.13
O2 2.590 -3.470 -0.011  -0.09
C17 1.689 -4.361 0.447  -0.32
C18 1.933 -5.742 0.295  -0.03
C19 1.071 -6.652 0.845  -0.11
C20 -0.006 -6.222 1.639  -0.11
C21 -0.309 -4.846 1.720  -0.06
C22 0.476 -3.936 1.035  -0.11
C23 0.096 -2.460 0.916  -0.34
O3 0.723 -1.961 -0.249  -0.22
N3 -1.323 -2.390 0.752  0.01
N4 -1.846 -1.639 -0.303  0.01
C24 -3.089 -1.230 -0.036  -0.21
C25 -3.859 -0.236 -0.723  -0.68
Br1 -3.570 0.050 -2.532  0.82
C26 -4.858 0.471 -0.062  -0.09
C27 -5.163 0.324 1.326  -0.21
C28 -6.482 0.591 1.763  -0.04
C29 -6.924 0.229 3.025  -0.09
C30 -6.022 -0.311 3.941  -0.08
C31 -4.632 -0.425 3.623  -0.08
C32 -4.219 -0.086 2.347  -0.06
H15 1.754 -2.527 -0.236  0.07
H16 2.808 -5.935 -0.273  0.10
H17 1.268 -7.703 0.748  0.09
H18 -0.660 -6.934 2.157  0.09
H19 -1.208 -4.554 2.210  0.09
H20 0.420 -1.818 1.775  0.16
H21 -1.938 -2.557 1.549  0.14
H22 -3.479 -1.644 0.892  0.11
H23 -5.504 1.132 -0.624  0.11
H24 -7.191 1.035 1.068  0.11
H25 -7.949 0.395 3.243  0.09
H26 -6.309 -0.665 4.963  0.11
H27 -3.901 -0.742 4.398  0.12
H28 -3.134 -0.031 2.167  0.11
Cl1 -0.689 -2.844 -6.709  0.63
C33 -1.729 -2.854 -5.273  -1.50
Cl2 -3.006 -1.561 -5.439  0.56
Cl3 -2.397 -4.529 -5.004  0.60
C34 -1.044 -2.445 -4.017  -0.27
N5 -0.499 -2.059 -3.045  0.18